No. 1
{
  "formula": "C30H22F6O2S",
  "method": "ωB97M-V/def2-TZVPD",
  "e_homo_ev": -5.664,
  "homo_lumo_gap_ha": 0.0898,
  "e_tot_ha": -2304.145271,
  "species": ["C", "C", "H", "F", "F", "H", "C", "C", "C", "C", "C", "H", "H", "H", "C", "H", "H", "C", "O", "C", "C", "H", "H", "C", "C", "C", "C", "H", "H", "C", "S", "H", "F", "C", "C", "C", "H", "C", "F", "C", "H", "C", "H", "C", "F", "H", "C", "C", "H", "H", "F", "C", "H", "C", "H", "H", "C", "H", "O", "C", "C"],
  "xyz": [[4.0761, 0.8654, -0.7647], [-0.6246, -3.2566, -2.7582], [3.6824, 1.8595, -0.9953], [3.4554, -0.5308, 3.1014], [4.5707, 1.3354, 3.4262], [-3.0637, 3.1396, 3.5229], [5.3832, 0.6999, -0.3410], [-0.9778, 2.9256, -2.2518], [-1.6754, 3.0698, -3.4579], [0.9226, -1.0074, -1.6270], [5.8616, -0.5777, -0.0167], [6.0331, 1.5720, -0.2549], [-1.9731, 4.0614, -3.8088], [1.6996, 0.9625, -1.8678], [-1.5118, -0.4133, 3.2739], [-3.0578, -0.9019, -2.3066], [-3.4764, -5.1082, -3.1137], [-1.2301, 2.0156, 3.3654], [1.7693, 2.8246, 3.8079], [-0.5769, 1.6620, -1.8066], [3.7132, -1.5353, -0.6151], [-0.9871, -5.3130, -3.2732], [-0.6092, 2.9106, 3.4285], [-2.8386, -4.2381, -2.9490], [-0.6291, 0.7199, 3.2245], [-0.3504, -0.8187, -2.2194], [-3.4115, -2.9894, -2.6753], [-2.5494, 2.0225, -5.1446], [-3.5328, -1.1379, 3.4082], [5.0174, -1.6854, -0.1503], [1.9788, 1.6943, 2.9310], [6.8848, -0.7037, 0.3349], [-5.5721, 0.1073, 2.9333], [-3.4191, 1.0186, 3.4187], [-2.8822, -0.2649, 3.3722], [0.7498, 0.4976, 3.0577], [3.0686, -2.4064, -0.7494], [1.8980, -0.0393, -1.4867], [-5.3587, 2.2934, 2.8582], [3.4051, 0.7100, 3.6685], [0.4610, -3.3609, -2.7940], [-1.4437, -4.3554, -3.0193], [1.1269, -0.5089, 2.9174], [3.2151, -0.2481, -0.9428], [3.2564, 0.5465, 5.0031], [1.1624, -2.0194, -1.2939], [-0.8439, 0.5095, -2.5818], [-2.6052, 2.1535, 3.4420], [-1.8916, -0.2078, -4.3473], [-0.7363, 3.8053, -1.6522], [-5.3402, 1.2577, 4.7984], [-1.1882, -1.9848, -2.4972], [-1.0668, -1.4076, 3.2377], [-1.9994, 1.9321, -4.2080], [5.3823, -2.6818, 0.1028], [-0.0621, 1.5557, -0.8467], [-4.9155, 1.1678, 3.4971], [-4.4930, -2.8799, -2.6035], [2.3345, 1.8913, 1.5391], [-1.6142, 0.6712, -3.7630], [-2.6002, -1.8754, -2.4877]],
  "forces_ev_per_angstrom": [[-0.4, -0.1, -0.4], [-0.3, 0.2, 0.0], [0.2, -0.3, 0.2], [0.2, 0.8, 0.3], [-0.3, -0.4, 0.2], [0.2, -0.2, 0.0], [0.1, -0.1, 0.2], [0.0, -0.2, 0.0], [0.2, -0.3, 0.1], [-0.4, -0.3, -0.2], [-0.5, 0.3, -0.2], [-0.2, -0.3, 0.1], [0.1, -0.4, 0.2], [0.1, -0.2, 0.1], [0.2, 0.3, 0.0], [0.1, -0.3, 0.1], [0.2, 0.3, 0.0], [-0.1, -0.1, 0.0], [0.4, 0.0, -0.6], [0.1, 0.0, -0.2], [0.1, 0.3, 0.0], [-0.1, 0.3, 0.1], [-0.1, -0.4, -0.1], [0.2, 0.4, 0.0], [-0.6, 0.3, 0.3], [0.6, 0.2, 0.3], [0.2, -0.1, 0.0], [0.1, 0.0, 0.3], [0.2, 0.2, 0.0], [-0.3, -0.2, -0.1], [-1.9, -1.8, 0.5], [-0.3, 0.0, -0.1], [0.2, 0.7, 0.5], [-1.2, 0.1, -0.1], [0.6, 0.1, -0.1], [0.9, 0.4, 0.1], [0.4, 0.2, 0.1], [0.2, 0.0, 0.0], [0.0, -0.6, 0.5], [-0.2, -0.2, 0.2], [-0.3, 0.0, -0.1], [0.0, 0.1, 0.1], [0.0, 0.2, -0.1], [0.5, -0.2, 0.2], [0.3, 0.2, -1.1], [-0.2, 0.4, 0.0], [-0.5, 0.6, -0.2], [0.3, -0.4, 0.0], [0.2, 0.3, 0.1], [-0.1, -0.3, -0.1], [-0.2, 0.0, -0.8], [-0.4, -0.6, -0.1], [-0.1, 0.2, 0.0], [0.1, 0.0, 0.2], [-0.1, 0.3, -0.1], [-0.3, 0.1, -0.3], [0.5, 0.1, 0.0], [0.3, 0.0, -0.1], [0.8, 0.5, 0.1], [0.2, 0.0, 0.0], [0.2, 0.0, 0.1]]
}

---

No. 2
{
  "formula": "C5H7NO",
  "method": "ωB97M-V/def2-TZVPD",
  "e_homo_ev": -9.133,
  "homo_lumo_gap_ha": 0.3574,
  "e_tot_ha": -324.569077,
  "species": ["H", "N", "H", "C", "H", "C", "C", "H", "H", "H", "O", "C", "H", "C"],
  "xyz": [[-0.9292, 1.3969, 1.6218], [-1.1953, -0.5215, 0.7014], [-0.4891, -1.5402, -1.1363], [1.6485, 0.3792, -0.9847], [-1.4735, -0.0584, -1.4294], [-1.0182, 0.9441, 0.6231], [0.2782, -0.5870, 1.0570], [0.5059, -0.1162, 2.0215], [2.6116, 0.4314, -0.4259], [0.7141, -1.5864, 0.9941], [1.6781, 0.1292, -2.1684], [0.3342, 0.3177, -0.1762], [-1.8328, 1.4221, 0.0590], [-0.7658, -0.5552, -0.7571]],
  "forces_ev_per_angstrom": [[0.4, 0.0, -0.4], [-0.3, -0.2, 0.2], [0.1, 0.0, 0.1], [-0.2, 0.2, -0.2], [0.1, -0.3, 0.1], [0.3, 0.5, -0.2], [0.1, -0.4, 0.3], [0.0, -0.2, -0.1], [-0.4, 0.3, 0.1], [-0.1, 0.0, -0.1], [-0.2, 0.3, 0.7], [-0.2, 0.1, 0.0], [0.6, 0.0, -0.2], [-0.2, -0.4, -0.3]]
}

---

No. 3
{
  "formula": "C8H17BBaIN2O4",
  "method": "ωB97M-V/def2-TZVPD",
  "e_homo_ev": -10.114,
  "total_charge": 1,
  "homo_lumo_gap_ha": 0.1516,
  "e_tot_ha": -1073.101697,
  "species": ["O", "H", "H", "H", "C", "H", "N", "C", "H", "I", "H", "H", "H", "C", "H", "H", "H", "C", "H", "H", "B", "H", "C", "O", "C", "H", "O", "C", "C", "H", "N", "H", "O", "Ba"],
  "xyz": [[2.7723, -0.3917, 0.7424], [2.6370, 4.2188, 0.5709], [-3.7500, 0.8286, 1.0527], [0.8756, 1.8140, 0.9569], [1.5193, 2.2835, 0.1233], [2.7078, 2.9682, 1.9057], [-0.2817, -0.7589, -1.7378], [0.1816, -1.8022, 0.6309], [-3.4953, 0.0582, -1.1238], [0.5883, -0.3351, -3.5834], [-2.5187, -1.5445, 1.7081], [-0.8409, 1.1540, -0.7228], [0.9040, -2.6596, 0.8959], [2.7464, 3.0959, 0.7672], [-1.9735, 1.2494, 1.1114], [2.2760, -0.1791, 1.5691], [-0.8359, -2.3237, 0.4984], [-2.6915, 0.3899, 0.9219], [-2.5631, -1.4281, -0.4859], [0.2052, -1.0998, 1.5307], [1.8337, -0.0307, -0.3230], [-1.6110, -0.3488, 2.5106], [1.5822, -2.3510, -1.4194], [1.9466, 1.2910, -0.8684], [0.7323, -1.1576, -0.7266], [-1.6615, 0.7439, -2.2959], [0.9736, -3.5358, -1.7904], [-2.5481, -0.2715, -0.5502], [-1.2432, 0.2791, -1.3277], [3.6978, 2.6809, 0.3092], [-2.4985, -0.5827, 2.0559], [0.8355, 3.0448, -0.4046], [2.8182, -2.2093, -1.6780], [-3.3205, -3.0899, -0.8235]],
  "forces_ev_per_angstrom": [[-2.7, 1.0, -0.5], [0.3, -1.7, 0.1], [1.6, -0.6, -0.5], [0.9, 0.5, -1.1], [-0.1, 1.3, 0.2], [0.4, 0.1, -1.7], [-1.1, 0.0, 0.8], [0.8, -0.7, 0.1], [1.3, -0.8, 0.5], [-0.3, 0.0, 0.4], [0.6, 0.5, 0.6], [-0.2, -1.1, -0.6], [-1.1, 1.3, -0.4], [-0.7, -0.2, 0.2], [-0.8, -1.1, -0.8], [1.0, -0.4, -0.5], [1.1, 0.7, 0.2], [-1.1, -0.2, 0.6], [1.8, 5.1, 0.7], [-0.5, -0.9, -1.3], [2.3, 0.5, 0.5], [-0.5, -0.8, -0.2], [1.5, -4.4, -2.6], [-1.4, -1.2, 1.5], [0.9, -1.1, -0.1], [0.7, -0.7, 1.5], [0.2, 4.7, 2.2], [-0.1, 1.5, 0.6], [-0.9, 0.7, -1.2], [-1.1, 0.6, 0.8], [-0.1, 0.9, -0.9], [0.9, -1.3, 0.6], [-3.4, 1.1, 1.4], [-0.2, -3.4, -1.2]]
}

---

No. 4
{
  "formula": "C2H3NS4",
  "method": "ωB97M-V/def2-TZVPD",
  "smiles": "S=C(S)/C=N/SS",
  "e_homo_ev": -8.714,
  "homo_lumo_gap_ha": 0.2823,
  "e_tot_ha": -1725.418718,
  "species": ["S", "N", "H", "H", "C", "S", "S", "C", "S", "H"],
  "xyz": [[1.0526, 1.1551, 1.8530], [-1.1365, 0.7566, -0.2003], [-2.9236, -0.4054, 2.0314], [0.0648, 1.8597, -1.2887], [0.0244, 1.0818, -0.6152], [-2.7550, -1.1537, 0.8164], [2.6885, 0.2411, -0.4834], [1.2552, 0.8156, 0.1231], [-2.7187, 0.6501, -0.2240], [2.2212, 0.5842, 2.0029]],
  "forces_ev_per_angstrom": [[-0.4, -0.1, -1.0], [2.0, -0.2, 0.3], [0.3, -1.5, -1.4], [0.7, 1.5, -2.2], [-2.5, 0.3, 1.1], [-1.3, 1.4, 2.1], [-1.4, 0.7, 0.1], [1.3, -1.2, 0.8], [0.5, -0.7, -0.6], [0.9, -0.2, 0.8]]
}